Formula: C25H66Cu2N6O9
Source: OMol25
Level of theory: the ωB97M-V functional and the def2-TZVPD basis

Geometry (Å):
Cu1 -2.9758 -0.5336 -2.1014
Cu2 -0.7910 2.4768 0.1333
C1 -0.9705 -0.0400 -0.4157
O1 -1.0799 -1.0717 -1.0424
O2 0.0479 0.4656 -0.0129
O3 -1.9709 0.6993 -0.4203
C2 -2.1072 5.5343 2.8151
C3 -1.2814 4.4290 2.2011
C4 -1.3948 3.0917 3.0228
O4 -0.8359 2.0050 2.3746
C5 -1.2596 0.7710 2.9695
N1 -1.8356 4.2609 0.8687
H1 -2.0563 6.4695 2.2575
H2 -1.8917 5.7566 3.8602
H3 -3.1703 5.3072 2.8957
H4 -0.2539 4.6408 1.9055
H5 -2.4216 2.8436 3.2919
H6 -0.8919 3.2635 3.9745
H7 -0.5463 0.0295 2.6096
H8 -2.2975 0.5053 2.7685
H9 -1.1638 0.8429 4.0529
H10 -2.7952 4.0395 1.0929
H11 -1.8450 5.2267 0.5734
C6 -6.7968 0.1452 0.5502
C7 -5.3438 -0.2489 0.0648
C8 -5.1874 -1.7494 -0.1538
O5 -3.9054 -2.0640 -0.6920
C9 -3.7745 -3.3720 -1.0855
N2 -5.0233 0.4497 -1.1927
H12 -7.5306 -0.2775 -0.1361
H13 -6.9045 1.2260 0.6418
H14 -6.9968 -0.2607 1.5418
H15 -4.6520 0.1505 0.8064
H16 -5.9233 -2.1363 -0.8587
H17 -5.3878 -2.3088 0.7600
H18 -2.7280 -3.6650 -1.1692
H19 -4.3030 -3.5148 -2.0280
H20 -4.0573 -4.0691 -0.2967
H21 -5.8817 0.7069 -1.6588
H22 -4.7006 1.3594 -0.8954
C10 0.4081 -5.5157 0.9430
C11 -0.6400 -4.5259 0.3092
C12 -1.2020 -3.5415 1.3808
O6 -1.7751 -4.3215 2.3665
C13 -1.9856 -3.6695 3.6319
N3 0.1095 -3.7793 -0.7018
H23 1.2998 -5.0094 1.3126
H24 0.6514 -6.2940 0.2197
H25 -0.0420 -6.0602 1.7731
H26 -1.4091 -5.1032 -0.2038
H27 -1.7614 -2.6741 1.0305
H28 -0.4109 -2.9745 1.8715
H29 -1.0545 -3.3307 4.0862
H30 -2.4009 -4.2800 4.4337
H31 -2.4426 -2.6823 3.5632
H32 0.9219 -3.4384 -0.2079
H33 -0.4054 -2.9225 -0.8466
C14 2.5313 -1.4502 2.4481
C15 3.2435 -0.9976 1.1600
C16 3.0363 -1.8350 -0.0404
O7 3.6657 -3.1154 0.1482
C17 3.5764 -4.0056 -1.0125
N4 2.7337 0.3403 0.8159
H34 2.8424 -0.8089 3.2727
H35 2.9235 -2.4269 2.7313
H36 1.4437 -1.4051 2.3910
H37 4.3171 -0.8690 1.2980
H38 3.5130 -1.4475 -0.9408
H39 1.9964 -1.9832 -0.3316
H40 4.1164 -4.9500 -0.9453
H41 3.9656 -3.5034 -1.8981
H42 2.5372 -4.2159 -1.2652
H43 3.0955 0.5461 -0.1044
H44 1.7570 0.3143 0.5602
C18 1.3350 5.3998 -0.1358
C19 2.1288 4.0907 -0.4042
C20 3.6552 4.1798 -0.0318
O8 4.2893 2.9742 -0.4621
C21 5.6450 2.7906 -0.0844
N5 1.4835 3.0599 0.4018
H45 1.4473 5.7180 0.9006
H46 0.3022 5.3741 -0.4832
H47 1.7167 6.1537 -0.8244
H48 2.0639 3.8984 -1.4752
H49 3.7767 4.1641 1.0513
H50 4.1879 4.9976 -0.5171
H51 6.2453 3.6853 -0.2490
H52 6.1876 1.9792 -0.5695
H53 5.6607 2.6142 0.9912
H54 2.0010 2.1958 0.3270
H55 1.7053 3.2813 1.3619
C22 2.1240 -1.8929 -5.1405
C23 1.8034 -1.3285 -3.7308
C24 1.4353 0.1349 -3.6318
O9 2.4227 0.9379 -4.2886
C25 2.6678 2.1942 -3.8107
N6 0.6434 -2.0954 -3.2619
H56 1.3276 -2.0443 -5.8692
H57 2.6805 -2.8279 -5.0754
H58 2.8298 -1.1728 -5.5546
H59 2.6479 -1.5123 -3.0666
H60 1.3208 0.5274 -2.6214
H61 0.5938 0.3086 -4.3024
H62 3.2439 2.7443 -4.5547
H63 3.1847 2.1371 -2.8528
H64 1.7898 2.8257 -3.6749
H65 0.3109 -1.8683 -2.3356
H66 0.8707 -3.0728 -3.1472

Forces on atoms 1 to 3 (eV/Å):
Cu 0.1 -0.1 0.9
Cu 1.1 -1.7 0.4
C -1.4 -0.4 -2.2

Calculated values
2S+1	4
highest occupied orbital energy (alpha / beta)	-8.47 / -10.32	eV
total charge	+1
max |F|	6.27	eV Å⁻¹
LUMO energy (alpha / beta)	-2.7 / -5.3	eV

---

Formula: C5H24NO9
Source: OMol25
Level of theory: the ωB97M-V functional and the def2-TZVPD basis

Geometry (Å):
C1 -1.9171 1.3173 0.2139
N1 -0.9065 1.1043 -0.7344
C2 -1.1688 1.5464 -2.1161
C3 -1.5215 3.0420 -2.2673
C4 0.4203 0.5992 -0.3517
C5 0.8779 1.1045 0.9963
O1 0.3012 0.2816 2.0179
O2 -3.0006 1.7592 -0.0775
H1 -1.6407 1.1603 1.2596
H2 -2.0155 0.8892 -2.4966
H3 -0.2355 1.3456 -2.5856
H4 -0.6613 3.5267 -1.7677
H5 -2.4145 3.3467 -1.6407
H6 -1.5824 3.2736 -3.2794
H7 0.2511 -0.4774 -0.1638
H8 1.1668 0.8115 -1.0758
H9 0.5844 2.0806 1.3617
H10 1.9621 0.9738 1.1007
H11 -0.0771 -3.8222 3.4374
H12 0.9788 -2.7162 3.1387
O3 0.5315 -3.1807 3.8584
H13 2.7160 -2.3635 2.6128
H14 0.7608 -0.5638 2.1478
O4 2.0760 -1.8016 2.1759
H15 -4.6903 1.7854 -2.3569
H16 -4.6750 1.0625 -0.9688
O5 -5.1733 1.1943 -1.7830
H17 -1.8186 -1.5097 0.1119
H18 -2.8965 -1.0931 -0.8865
O6 -2.7285 -1.6409 -0.1257
H19 2.1947 -2.0712 0.6793
H20 3.5421 -2.1721 -0.0993
O7 2.6188 -2.0322 -0.2974
H21 3.6492 -0.5037 3.3338
H22 3.5995 -0.6694 1.9592
O8 4.3076 -0.4290 2.6293
H23 2.7715 -2.2696 -2.6802
H24 1.7900 -1.1395 -2.2957
O9 2.0232 -1.7488 -2.9845

Forces on atoms 1 to 3 (eV/Å):
C 2.4 0.0 -0.7
N -1.4 1.3 0.9
C -2.0 -0.8 0.9

Calculated values
energy relative to the best compared isomer or geometry (same formula, charge and spin)	43.4	kcal per mole
highest occupied orbital energy	-6.35	eV
total charge	-1
max |F|	3.61	eV Å⁻¹
LUMO energy	2.9	eV

---

Formula: C2H9N3
Source: OMol25
Level of theory: the ωB97M-V functional and the def2-TZVPD basis

Geometry (Å):
C1 0.3325 1.9908 2.2660
N1 0.4517 0.7309 2.2250
H1 1.0437 2.5716 1.6898
H2 -0.5161 2.4564 2.7698
H3 -0.3223 0.2981 2.7311
N2 0.5753 -1.0373 -2.1246
C2 -0.6202 -0.7021 -1.5228
N3 -0.5876 -0.9885 -0.0801
H4 0.6204 -1.3380 -3.0965
H5 1.4536 -0.7337 -1.7141
H6 -0.9201 0.3490 -1.6657
H7 -1.4942 -1.2483 -1.9068
H8 -0.1528 -1.9143 0.0197
H9 0.1363 -0.4347 0.4090

Forces on atoms 1 to 3 (eV/Å):
C -0.3 -0.5 -0.3
N -0.2 -0.2 -0.3
H 0.0 0.4 0.2

Calculated values
2S+1	2
energy relative to the best compared isomer or geometry (same formula, charge and spin)	17.4	kcal per mole
highest occupied orbital energy (alpha / beta)	-13.87 / -13.86	eV
total charge	+1
max |F|	2.57	eV Å⁻¹
LUMO energy (alpha / beta)	-3.4 / -8.6	eV

---

The lowest max |F| belongs to which entry?
C2H9N3

---

Which of these has the highest max |F|?
C25H66Cu2N6O9

---

Which of these has the lowest total charge?
C5H24NO9

---

total charge of number 1 (C25H66Cu2N6O9)?
+1